Formula: C30H33F3N6
Source: OMol25
Level of theory: ωB97M-V/def2-TZVPD

```
! wB97M-V def2-TZVPD RIJCOSX def2/J DEFGRID3
* xyz 0 1
F 14.552 -5.477 21.640
F 12.471 -11.059 17.798
F 9.656 -6.826 18.865
N 11.581 -7.277 22.039
N 7.148 -11.144 21.347
N 12.608 -10.514 21.666
N 7.269 -3.726 20.455
N 17.489 -11.193 19.953
N 13.946 -6.132 16.980
C 17.075 -8.776 19.087
C 8.022 -10.414 21.492
C 11.653 -12.658 16.284
C 10.891 -13.796 16.047
C 8.884 -7.754 18.281
C 10.715 -12.485 18.487
C 13.072 -11.440 21.175
C 15.126 -4.289 23.574
C 8.832 -5.420 21.672
C 13.421 -3.078 24.778
C 7.501 -7.725 18.419
C 9.178 -9.555 21.702
C 14.292 -5.295 17.683
C 11.600 -12.069 17.527
C 7.413 -9.814 17.202
C 6.795 -8.807 17.906
C 12.890 -4.123 22.690
C 7.951 -4.466 21.010
C 14.158 -4.648 22.643
C 14.721 -3.558 24.680
C 13.619 -12.660 20.604
C 12.800 -7.719 19.792
C 9.523 -8.790 17.603
C 14.712 -4.204 18.560
C 17.295 -10.122 19.595
C 12.121 -7.456 21.045
C 8.800 -9.815 17.033
C 10.011 -14.262 17.024
C 9.944 -13.622 18.257
C 12.484 -3.395 23.804
H 11.498 -2.952 23.756
H 15.168 -3.439 17.934
H 9.416 -14.041 19.103
H 9.538 -5.854 20.969
H 9.388 -15.136 16.887
H 13.791 -7.276 19.747
H 17.760 -8.115 19.611
H 10.722 -11.919 19.413
H 10.017 -10.180 22.020
H 10.993 -14.239 15.065
H 10.607 -8.802 17.558
H 7.036 -6.941 19.001
H 12.262 -7.261 18.957
H 6.819 -10.612 16.777
H 12.366 -12.324 15.541
H 15.373 -4.540 19.354
H 12.799 -8.782 19.555
H 9.329 -4.938 22.510
H 15.420 -3.215 25.433
H 13.356 -12.749 19.552
H 13.833 -3.758 19.026
H 9.532 -9.080 20.789
H 9.062 -8.803 22.478
H 13.179 -13.512 21.119
H 5.712 -8.769 17.943
H 13.092 -2.436 25.585
H 12.217 -4.323 21.863
H 17.284 -8.848 18.015
H 8.280 -6.284 22.046
H 9.181 -10.654 16.467
H 16.045 -8.430 19.139
H 16.127 -4.693 23.509
H 14.704 -12.633 20.703
*
```

Frontier orbital gap   9.596 eV
ΔE to the lowest compared entry with this formula, charge and spin   64.05 kJ/mol
E_HOMO   -9.32 eV
SMILES string   Fc1ccccc1.Fc1ccccc1.Fc1ccccc1.CC#N.CC#N.CC#N.CC#N.CC#N.CC#N
Lowest unoccupied orbital energy   0.3 eV

These are the Löwdin partial charges, in e, on atoms 1 to 8: 0.028, 0.036, 0.045, 0.173, 0.122, 0.166, 0.123, 0.125